Record 1
DFT (wB97M-V/def2-TZVPD) results for a 11-piece molecular cluster, H22O11 overall.

CARTESIAN COORDINATES (ANGSTROEM)
O -12.048 -7.738 -8.950
H -12.416 -8.560 -8.624
H -12.156 -7.787 -9.899
O -7.835 -7.075 -13.872
H -7.874 -6.257 -13.375
H -8.628 -7.547 -13.618
O -16.512 -11.927 -11.905
H -17.156 -12.295 -11.299
H -16.983 -11.229 -12.361
O -9.660 -8.962 -17.858
H -9.306 -9.846 -17.765
H -10.088 -8.785 -17.021
O -10.376 -10.075 -12.853
H -9.813 -10.038 -12.080
H -10.309 -10.981 -13.156
O -16.242 -5.859 -12.133
H -15.633 -6.476 -12.538
H -15.683 -5.162 -11.789
O -12.686 -5.446 -14.544
H -12.353 -5.159 -15.394
H -13.038 -6.321 -14.707
O -13.899 -8.991 -13.571
H -14.391 -9.807 -13.479
H -12.981 -9.263 -13.572
O -13.967 -14.524 -11.915
H -14.508 -15.308 -12.001
H -14.594 -13.810 -11.803
O -17.090 -8.867 -8.825
H -17.961 -8.996 -8.450
H -17.123 -9.318 -9.669
O -18.916 -9.205 -12.894
H -18.606 -8.311 -12.752
H -19.869 -9.143 -12.819

As for the multiplicity: 1. The energy above the lowest of the compared OMol25 structures with the same formula, charge and spin is 2.294 eV. The LUMO energy comes out at -0.1 eV. The SMILES is O.O.O.O.O.O.O.O.O.O.O. As for the net charge: 0. For the total energy, the calculation gives -840.79585 Eh. For the highest occupied orbital energy, the calculation gives -11.40 eV.


Record 2
DFT (wB97M-V/def2-TZVPD) results for a 3-piece molecular cluster, C24H49BN3O3 overall.

CARTESIAN COORDINATES (ANGSTROEM)
C 6.139 3.637 -0.374
C 5.374 4.981 -0.219
B 4.029 4.837 -1.000
O 3.901 5.006 -2.345
C 2.660 4.396 -0.298
C 1.888 3.316 -0.991
N 0.629 3.511 -0.920
C 0.344 4.693 -0.073
C 1.575 5.519 -0.422
H 5.772 2.907 0.348
H 7.208 3.771 -0.220
H 5.992 3.197 -1.364
H 5.986 5.814 -0.574
H 5.174 5.147 0.841
H 4.640 5.492 -2.748
H 2.783 4.143 0.763
H 2.307 2.494 -1.558
H -0.093 2.944 -1.377
H -0.651 5.113 -0.169
H 0.475 4.324 0.950
H 1.716 6.430 0.151
H 1.520 5.730 -1.493
C -4.777 1.644 0.558
C -4.038 2.054 -0.733
C -4.834 1.693 -1.996
C -4.862 0.201 -2.303
C -3.443 -0.348 -2.400
C -2.613 -0.075 -1.142
N -2.684 1.402 -0.832
O -1.861 2.089 -1.541
C -3.106 -0.953 0.011
C -1.151 -0.445 -1.376
C -3.855 3.568 -0.684
H -5.820 1.405 0.352
H -4.334 0.795 1.062
H -4.760 2.464 1.276
H -4.389 2.218 -2.847
H -5.846 2.084 -1.876
H -5.437 -0.337 -1.545
H -5.378 0.039 -3.250
H -3.455 -1.428 -2.566
H -2.943 0.103 -3.263
H -2.648 -0.660 0.957
H -2.810 -1.983 -0.189
H -4.186 -0.958 0.134
H -0.739 0.048 -2.253
H -1.085 -1.523 -1.526
H -0.542 -0.188 -0.505
H -3.214 3.853 0.153
H -4.836 4.020 -0.530
H -3.434 3.964 -1.604
C 2.171 -6.100 1.134
C 1.185 -5.092 0.506
C 1.911 -3.881 -0.099
C 2.471 -2.914 0.938
C 1.366 -2.454 1.886
C 0.643 -3.620 2.567
N 0.182 -4.588 1.506
O -0.910 -4.208 0.953
C 1.564 -4.265 3.609
C -0.589 -3.120 3.315
C 0.442 -5.824 -0.607
H 3.196 -5.898 0.821
H 2.148 -6.113 2.216
H 1.921 -7.112 0.817
H 1.203 -3.340 -0.736
H 2.704 -4.252 -0.752
H 3.290 -3.379 1.493
H 2.898 -2.047 0.429
H 1.770 -1.802 2.666
H 0.634 -1.866 1.322
H 1.138 -5.197 3.983
H 1.661 -3.581 4.452
H 2.569 -4.462 3.244
H -1.256 -2.556 2.668
H -0.264 -2.473 4.131
H -1.149 -3.954 3.739
H -0.164 -6.633 -0.199
H 1.184 -6.255 -1.282
H -0.206 -5.162 -1.175

As for the multiplicity: 3. The LUMO energy (spin up / spin down) comes out at -3.5 / -3.5 eV. As for the net charge: +1. For the total energy, the calculation gives -1358.42042 Eh. For the highest occupied orbital energy (spin up / spin down), the calculation gives -9.88 / -11.03 eV.


Record 3
DFT (wB97M-V/def2-TZVPD) results for a 7-piece molecular cluster, C37H74F12N3O9 overall.

CARTESIAN COORDINATES (ANGSTROEM)
C -8.990 -19.521 -8.073
N -9.134 -20.941 -7.783
C -7.907 -21.703 -8.171
C -9.435 -21.049 -6.307
C -10.260 -21.413 -8.591
C -10.745 -22.853 -8.516
O -11.266 -23.206 -7.286
H -9.669 -18.837 -7.540
H -9.072 -19.336 -9.149
H -8.052 -19.146 -7.645
H -7.911 -22.636 -7.616
H -7.054 -21.038 -7.939
H -7.918 -21.812 -9.275
H -9.194 -22.070 -5.999
H -10.480 -20.907 -6.102
H -8.837 -20.308 -5.776
H -9.984 -21.189 -9.611
H -11.134 -20.803 -8.293
H -9.977 -23.570 -8.880
H -11.529 -23.002 -9.260
H -10.774 -23.911 -6.773
C -15.942 -25.397 -1.294
C -14.579 -25.195 -1.942
C -14.658 -25.636 -3.416
N -13.375 -25.533 -4.180
C -12.677 -24.281 -4.104
C -13.623 -25.921 -5.653
C -12.986 -27.289 -5.826
C -12.687 -27.892 -4.406
C -12.484 -26.658 -3.618
H -16.766 -25.086 -1.949
H -16.034 -24.737 -0.412
H -16.063 -26.414 -0.997
H -13.758 -25.716 -1.435
H -14.361 -24.144 -1.856
H -15.450 -25.046 -3.864
H -14.992 -26.670 -3.518
H -12.478 -23.901 -3.121
H -13.380 -23.616 -4.572
H -11.739 -24.322 -4.679
H -13.272 -25.080 -6.252
H -14.709 -25.931 -5.750
H -12.004 -27.105 -6.291
H -13.507 -27.951 -6.543
H -11.767 -28.494 -4.381
H -13.492 -28.533 -4.053
H -11.520 -26.304 -3.918
H -12.515 -26.741 -2.524
C -6.164 -25.878 -8.447
C -7.282 -26.937 -8.366
C -8.614 -26.307 -8.660
N -9.658 -27.292 -9.104
C -10.937 -26.507 -9.322
C -9.837 -28.343 -8.064
C -10.240 -29.555 -8.834
C -9.152 -29.485 -9.962
C -9.259 -28.053 -10.397
H -6.414 -25.041 -7.804
H -6.049 -25.505 -9.466
H -5.202 -26.187 -8.079
H -7.243 -27.342 -7.348
H -7.094 -27.761 -9.083
H -8.480 -25.674 -9.546
H -9.061 -25.682 -7.917
H -10.860 -25.913 -10.219
H -10.984 -25.917 -8.406
H -11.669 -27.299 -9.348
H -10.489 -27.968 -7.299
H -8.872 -28.547 -7.578
H -11.207 -29.549 -9.303
H -10.199 -30.462 -8.300
H -9.389 -30.123 -10.789
H -8.126 -29.644 -9.585
H -10.117 -27.941 -11.055
H -8.467 -27.510 -10.840
C -9.738 -17.475 -5.351
O -8.638 -18.435 -4.962
O -9.729 -16.966 -6.557
C -11.118 -18.106 -4.954
F -11.936 -17.061 -4.688
F -11.610 -18.890 -5.963
F -11.028 -18.987 -3.897
C -7.316 -17.999 -5.311
C -6.231 -19.103 -5.206
H -5.387 -18.922 -5.890
H -5.788 -19.118 -4.222
H -6.682 -20.065 -5.444
H -7.007 -17.138 -4.648
H -7.289 -17.541 -6.346
H -9.572 -16.730 -4.561
C -9.522 -22.602 1.433
O -9.659 -23.089 -0.185
O -10.421 -21.861 1.760
C -9.522 -24.038 2.075
F -9.067 -23.948 3.340
F -10.709 -24.595 2.116
F -8.674 -24.824 1.368
C -8.685 -22.718 -1.135
C -9.160 -21.483 -1.889
H -9.574 -20.799 -1.160
H -8.317 -20.994 -2.410
H -9.913 -21.609 -2.644
H -8.436 -23.576 -1.791
H -7.676 -22.457 -0.665
H -8.465 -22.234 1.458
C -6.340 -21.742 -12.494
O -5.071 -22.416 -12.045
O -7.410 -21.881 -11.729
C -5.971 -20.229 -12.646
F -5.262 -19.547 -11.674
F -5.212 -20.093 -13.704
F -7.062 -19.560 -12.755
C -5.011 -22.274 -10.612
C -3.673 -22.739 -10.113
H -2.899 -22.107 -10.576
H -3.638 -22.665 -9.002
H -3.376 -23.773 -10.296
H -5.756 -22.952 -10.115
H -5.248 -21.256 -10.308
H -6.496 -22.141 -13.515
C -9.204 -25.477 -4.707
O -8.089 -24.704 -5.220
O -10.150 -25.531 -5.732
C -8.680 -26.881 -4.344
F -8.300 -27.414 -5.493
F -7.660 -26.806 -3.452
F -9.610 -27.724 -3.795
C -7.371 -23.790 -4.323
C -6.052 -23.501 -5.007
H -5.639 -22.517 -4.804
H -5.304 -24.263 -4.840
H -6.141 -23.564 -6.082
H -7.158 -24.257 -3.354
H -8.026 -22.933 -4.124
H -9.545 -25.029 -3.781

As for the multiplicity: 1. The LUMO energy comes out at 0.7 eV. As for the net charge: -1. For the total energy, the calculation gives -3493.79065 Eh. For the highest occupied orbital energy, the calculation gives -4.49 eV.


Record 4
DFT (wB97M-V/def2-TZVPD) results for C38H47GeN7P2RhSSe2 as an isolated structure.

CARTESIAN COORDINATES (ANGSTROEM)
Rh -0.580 -2.607 0.356
Se -0.171 3.373 3.920
P 0.796 2.992 2.092
C 2.585 3.229 2.185
C 3.286 2.537 3.170
C 4.648 2.722 3.309
C 5.318 3.610 2.474
C 4.623 4.307 1.501
C 3.254 4.116 1.352
C 0.224 4.104 0.777
C 0.010 3.699 -0.534
C -0.446 4.619 -1.469
C -0.678 5.937 -1.108
C -0.455 6.345 0.200
C -0.012 5.430 1.140
C 0.652 1.295 1.458
C -0.361 0.337 1.356
N 0.236 -0.768 0.830
N 1.509 -0.494 0.601
N 1.774 0.731 0.960
P -2.121 0.317 1.719
Se -2.897 -1.644 1.308
C -2.896 1.607 0.724
C -3.514 1.273 -0.479
C -4.065 2.272 -1.267
C -4.010 3.597 -0.852
C -3.402 3.927 0.350
C -2.840 2.937 1.141
C -2.410 0.650 3.457
C -1.549 0.074 4.387
C -1.800 0.217 5.738
C -2.912 0.933 6.162
C -3.782 1.487 5.235
C -3.540 1.339 3.878
H 2.757 1.864 3.834
H 5.191 2.183 4.074
H 6.384 3.759 2.588
H 5.141 5.003 0.855
H 2.719 4.660 0.584
H 0.200 2.670 -0.819
H -0.631 4.312 -2.489
H -1.034 6.646 -1.844
H -0.631 7.373 0.489
H 0.137 5.731 2.170
H -3.570 0.236 -0.785
H -4.560 2.012 -2.194
H -4.454 4.373 -1.463
H -3.358 4.958 0.677
H -2.361 3.200 2.078
H -0.659 -0.448 4.054
H -1.120 -0.211 6.463
H -3.101 1.058 7.220
H -4.652 2.037 5.568
H -4.226 1.766 3.159
N -1.433 -4.509 0.048
C -1.142 -5.350 1.231
C -1.243 -4.480 2.473
N -0.346 -3.312 2.301
H -2.431 -4.342 -0.045
H -1.124 -4.940 -0.819
H -0.128 -5.729 1.124
H -1.814 -6.207 1.296
H -0.996 -5.047 3.371
H -2.256 -4.094 2.582
H 0.628 -3.568 2.443
H -0.581 -2.567 2.951
C 2.468 -2.262 -2.623
Ge 2.042 -3.906 -1.641
C 3.730 -4.859 -1.337
C 0.853 -5.200 -2.516
C 1.315 -3.443 0.106
H 2.533 -2.417 -3.701
H 3.438 -1.907 -2.273
H 1.741 -1.480 -2.404
H 4.162 -5.211 -2.275
H 3.567 -5.726 -0.695
H 4.456 -4.206 -0.851
H 1.292 -5.564 -3.446
H -0.127 -4.788 -2.747
H 0.750 -6.066 -1.854
H 1.984 -2.722 0.576
H 1.328 -4.373 0.683
C 0.812 1.334 -4.831
C 0.419 -0.088 -4.647
C 0.636 -1.078 -5.567
C 0.200 -2.372 -5.262
N -0.412 -2.658 -4.115
C -0.601 -1.708 -3.216
S -1.499 -1.949 -1.757
N -0.190 -0.437 -3.492
C 0.415 -3.509 -6.203
H 1.130 1.512 -5.854
H 1.639 1.583 -4.163
H -0.027 1.992 -4.603
H 1.120 -0.853 -6.505
H -0.385 0.256 -2.778
H 0.673 -3.170 -7.204
H -0.475 -4.134 -6.233
H 1.232 -4.127 -5.822

As for the multiplicity: 1. The energy above the lowest of the compared OMol25 structures with the same formula, charge and spin is 0.047 eV. The LUMO energy comes out at -3.1 eV. As for the net charge: +1. For the total energy, the calculation gives -9930.66809 Eh. For the highest occupied orbital energy, the calculation gives -9.77 eV.


Record 5
DFT (wB97M-V/def2-TZVPD) results for C53H53N7OP2ScTe as an isolated structure.

CARTESIAN COORDINATES (ANGSTROEM)
Sc 0.438 -0.597 -0.528
N 9.094 2.835 -5.067
C 8.020 2.854 -4.652
C 6.756 2.672 -3.952
C 6.077 3.773 -3.435
C 4.845 3.605 -2.815
C 4.270 2.337 -2.652
C 4.993 1.255 -3.176
C 6.236 1.387 -3.780
C 3.047 2.116 -1.767
C 3.253 1.037 -0.751
C 4.476 0.903 -0.076
C 4.444 -0.255 0.725
C 3.190 -0.817 0.513
N 2.421 -0.010 -0.359
C 1.954 2.890 -2.023
C 1.651 3.869 -2.994
C 1.012 4.960 -2.333
C 0.579 4.597 -1.093
N 0.870 3.127 -0.968
H 6.492 4.758 -3.609
H 4.379 4.482 -2.347
H 4.661 0.225 -3.089
H 6.828 0.568 -4.133
H 5.315 1.588 -0.171
H 5.208 -0.587 1.375
H 2.785 -1.628 1.075
H 2.242 3.966 -3.903
H 0.876 5.947 -2.736
H -0.073 5.049 -0.386
Te -2.907 -0.846 3.972
C -3.408 1.110 4.563
C -2.615 1.943 5.371
C -3.079 3.212 5.655
N -4.201 3.721 5.212
C -4.902 3.004 4.383
C -4.576 1.665 4.036
C -1.733 -0.762 2.190
P -2.239 -0.880 0.551
C -3.379 0.375 -0.168
C -3.651 0.297 -1.523
C -4.660 1.078 -2.146
C -5.362 1.974 -1.380
C -5.055 2.116 -0.022
C -4.082 1.323 0.585
C -3.217 -2.440 0.413
C -2.900 -3.447 1.356
C -3.461 -4.718 1.239
C -4.180 -5.050 0.108
C -4.602 -4.048 -0.750
C -4.112 -2.743 -0.584
P -0.039 -0.274 2.145
C 0.325 1.527 2.341
C -0.725 2.414 2.281
C -0.538 3.773 2.133
C 0.775 4.266 2.180
C 1.879 3.375 2.252
C 1.645 2.031 2.299
C 0.780 -1.112 3.533
C 0.879 -2.493 3.462
C 1.529 -3.229 4.446
C 2.072 -2.588 5.527
C 1.914 -1.225 5.632
C 1.318 -0.495 4.629
H -1.639 1.545 5.698
H -2.547 3.865 6.315
H -5.781 3.494 3.955
H -5.190 1.133 3.295
H -3.053 -0.385 -2.123
H -4.818 0.955 -3.217
H -6.159 2.533 -1.852
H -5.570 2.832 0.591
H -3.881 1.478 1.629
H -2.259 -3.193 2.177
H -3.317 -5.469 2.011
H -4.462 -6.096 0.014
H -5.372 -4.200 -1.520
H -4.478 -1.963 -1.249
H -1.733 2.003 2.161
H -1.401 4.431 2.105
H 0.920 5.340 2.234
H 2.879 3.752 2.272
H 2.538 1.386 2.311
H 0.414 -3.050 2.672
H 1.624 -4.327 4.341
H 2.601 -3.063 6.327
H 2.359 -0.769 6.509
H 1.175 0.568 4.720
N -1.641 -5.059 -3.457
C -1.411 -3.612 -3.028
C -0.990 -3.522 -1.575
C 0.457 -3.839 -1.227
N 0.764 -2.923 -0.114
C 1.395 -3.653 -2.444
C 0.917 -2.555 -3.414
N 0.970 -1.273 -2.732
C -0.437 -2.865 -4.003
H -2.335 -5.452 -2.838
H -0.817 -5.665 -3.469
H -2.079 -5.191 -4.378
H -2.431 -3.261 -3.096
H -1.617 -4.185 -0.977
H -1.297 -2.489 -1.275
H 0.573 -4.846 -0.810
H 1.670 -3.160 0.273
H 0.089 -3.107 0.645
H 1.471 -4.566 -3.062
H 2.426 -3.385 -2.130
H 1.611 -2.555 -4.271
H 0.477 -0.550 -3.257
H 1.949 -0.968 -2.617
H -0.280 -3.511 -4.861
H -0.919 -1.945 -4.377
C -0.391 2.402 -1.343
O -0.106 1.033 -1.381
H -1.151 2.578 -0.619
H -0.687 2.796 -2.289
H 1.135 2.766 -0.061

As for the multiplicity: 1. The LUMO energy comes out at -3.8 eV. As for the net charge: +1. For the total energy, the calculation gives -4221.14895 Eh. For the highest occupied orbital energy, the calculation gives -7.46 eV.


Q: What is the formula in the fourth record?
A: C38H47GeN7P2RhSSe2


Q: Among the records above, which one has the lowest net charge?
A: C37H74F12N3O9